[1]
Below is C18H13ClN4O3 in the gas phase in a non-equilibrium geometry, with properties calculated with wB97M-V/def2-TZVPD.

Properties
Energy relative to the best compared isomer or geometry (same formula, charge and spin) (kJ/mol): 24.8
E_LUMO (eV): -1.3
F_max (eV Å⁻¹): 4.5
Structure (SMILES): O=[N+]([O-])c1ccc(C2=C[C@H](O)n3nc(-c4cccc(Cl)c4)cc3N2)cc1
Kohn-Sham gap (eV): 7.35

```
39
Properties=species:S:1:pos:R:3:mulliken_charge:R:1
O 2.94522 -5.20540 5.08221 -0.5767
O 4.12170 -5.79584 3.34399 -0.5775
Cl -5.26293 4.93611 -3.12667 -0.2137
N -0.90234 2.30557 -0.85814 -1.2588
O 0.17423 2.82787 1.72715 -0.5981
C -1.51812 1.48956 -1.67024 0.5060
C -0.91763 0.18116 -1.59476 -0.7859
C 1.61958 -0.34248 1.11403 0.6976
C 0.11546 0.27145 -0.68111 0.0158
C 1.53819 0.97763 1.59744 -1.5107
C -3.83260 1.52066 -4.69425 -0.5226
C -4.59955 2.64549 -4.44488 -0.3784
C 3.07410 -2.36554 1.28946 -0.5213
C 1.90257 -1.59870 3.25918 -0.5660
C -2.82486 1.09455 -3.78237 -0.6220
C -3.41660 3.02354 -2.36658 -0.5967
C 3.43811 -3.52624 1.99873 -0.1890
C 2.28009 -2.77647 3.96034 -0.5277
C -4.36364 3.44440 -3.32664 0.1518
C 2.22338 -1.42370 1.88613 0.2510
C -2.60953 1.86124 -2.59991 0.7784
C 3.02779 -3.80706 3.31426 -0.0668
N 1.01872 -0.63969 -0.15360 -0.1512
N 0.07341 1.59161 -0.22950 0.7031
N 3.38211 -5.00246 3.95781 0.9110
C 0.97004 2.11104 0.82254 0.6888
H -0.63916 3.10884 1.27422 0.3422
H -1.28687 -0.71751 -2.09094 0.3178
H 1.97570 1.22961 2.51990 0.5043
H -4.03135 0.89420 -5.55354 0.3697
H -5.37924 2.90440 -5.14336 0.4024
H 3.37477 -2.21620 0.25838 0.4450
H 1.30531 -0.86307 3.78972 0.4778
H -2.29449 0.18014 -3.92566 0.2826
H -3.24725 3.62553 -1.47638 0.4486
H 4.04841 -4.23175 1.44991 0.4220
H 2.09023 -2.86228 5.02949 0.4238
H 0.72678 -1.59799 -0.29420 0.3090
H 1.70026 2.74779 0.33789 0.2143
```

---

[2]
Below is C18H13ClN4O3 in the gas phase in a non-equilibrium geometry, with properties calculated with wB97M-V/def2-TZVPD.

Properties
Energy relative to the best compared isomer or geometry (same formula, charge and spin) (kJ/mol): 105.7
E_LUMO (eV): -1.4
F_max (eV Å⁻¹): 3.7
Structure (SMILES): O=C1Nc2ccc(Cl)cc2[C@](C#Cc2cc([N+](=O)[O-])ccn2)(C2CC2)N1
Kohn-Sham gap (eV): 7.16

```
39
Properties=species:S:1:pos:R:3:mulliken_charge:R:1
O -1.56391 -4.17848 -0.89720 -0.7171
O -3.78655 4.07915 2.08771 -0.5649
O -3.14325 5.26693 3.79326 -0.5740
Cl 1.40473 2.29277 -4.16751 -0.2306
C -0.18377 0.72555 1.33845 0.3207
C 0.00341 -0.13463 0.49894 -1.3745
N 0.33840 1.78950 3.45379 -0.5582
C -0.98904 -3.13714 -1.15970 0.1783
C 0.10211 2.76677 4.34614 -0.3016
C -0.44747 1.66822 2.39202 -0.0509
C 0.17246 -0.05953 -4.63525 -0.7100
C -0.33231 -1.28469 -4.21946 -0.6255
C -0.93511 3.65881 4.18586 -0.3387
C -1.57482 2.50380 2.24113 0.0533
C 0.72723 0.47379 -2.31479 -0.8940
C 0.71360 0.79593 -3.66033 0.1285
C -0.26889 -1.66538 -2.86510 0.2242
C -1.86713 3.50888 3.15367 -0.1725
C 0.26903 -0.77534 -1.90696 0.0589
N -0.81269 -2.88281 -2.48339 -0.0863
N -0.56366 -2.27568 -0.17470 -0.1744
N -2.99584 4.34216 3.00104 0.9600
C 0.38223 -1.20607 -0.43869 2.5351
C 2.32882 -2.43854 1.02191 -0.7158
C 2.44000 -2.94839 -0.40141 -0.4878
C 1.87149 -1.56304 -0.15260 -0.4618
H 0.77164 2.86937 5.18244 0.4400
H 0.18542 0.20395 -5.70711 0.3784
H -0.73021 -1.94348 -4.99830 0.3374
H -1.03741 4.46694 4.92181 0.4096
H -2.22224 2.36226 1.37860 0.5360
H 1.09526 1.24035 -1.61528 0.3733
H -1.27940 -3.46758 -3.15306 0.2401
H -0.63864 -2.62569 0.75947 0.2964
H 1.54898 -2.80475 1.66548 0.2201
H 3.27077 -2.14695 1.56410 0.2628
H 1.74531 -3.73634 -0.67858 0.2142
H 3.42521 -2.98981 -0.92530 0.2393
H 2.57622 -0.75084 -0.43111 0.6322
```

---

[3]
Below is a molecular structure, C18H13F9NO3ReSe3Te in a non-equilibrium geometry, with properties calculated with wB97M-V/def2-TZVPD.

Properties
Expectation value of S²: 0.76
Charge: +1
Energy relative to the best compared isomer or geometry (same formula, charge and spin) (kJ/mol): 251.0
E_LUMO (alpha / beta) (eV): -5.1 / -4.9
F_max (eV Å⁻¹): 4.2
2S+1: 2
Kohn-Sham gap (alpha / beta) (eV): 5.27 / 5.49

```
49
Properties=species:S:1:pos:R:3:mulliken_charge:R:1
Re -0.28540 0.26820 0.10100 1.0571
Se -0.45030 -2.06540 -0.45770 0.1464
Se 1.49520 -2.83910 -1.48750 -0.3113
Te 3.27350 -1.14930 -0.85160 -0.0153
Se 2.03240 0.35640 0.70960 -0.0559
F -0.36620 2.01180 2.24240 -0.2068
C -1.59660 1.48700 2.40250 0.2522
F -2.19640 1.67760 1.19820 -0.1880
F -2.24550 2.20280 3.29170 -0.2384
C -1.48600 -0.04130 2.69640 1.1085
O -0.46660 -0.58680 2.01360 -0.7274
C -1.30270 -0.26320 4.21920 0.5390
F -0.29820 0.48880 4.66980 -0.2518
F -1.01620 -1.52710 4.48240 -0.2237
F -2.40170 0.06470 4.89750 -0.2456
C -2.81440 -0.69890 2.23320 0.7958
F -2.93660 -1.94490 2.65300 -0.2467
F -2.78090 -0.74790 0.87130 -0.2130
F -3.89900 -0.01480 2.57030 -0.2639
C 2.66250 2.91050 -1.50180 -1.2689
O 2.32730 1.74780 -2.24300 0.4468
C 3.07490 1.40620 -3.33070 0.9561
C 4.30600 1.97100 -3.64290 -0.7435
C 5.06600 1.48180 -4.69070 -0.8503
C 4.62960 0.39340 -5.43000 -0.7360
C 3.40190 -0.16920 -5.15030 -0.8207
C 2.59560 0.35030 -4.13870 0.1494
N 1.36490 -0.26950 -3.87930 0.3548
C 0.28840 0.28390 -3.35790 -1.3958
C 0.00800 1.68190 -3.36960 0.7139
C 0.23730 2.47130 -4.51030 -0.4882
C -0.16810 3.78560 -4.54680 -0.7500
C -0.76690 4.37610 -3.42920 -0.6569
C -0.95520 3.65260 -2.27660 -0.4924
C -0.57640 2.30000 -2.21990 0.0641
O -0.65760 1.64760 -1.10140 -0.4991
H 1.87270 3.02000 -0.75740 0.1876
H 2.67670 3.79100 -2.14760 0.4947
H 3.61620 2.79970 -0.97990 0.3716
H 4.68580 2.78270 -3.04580 0.5011
H 6.01850 1.93530 -4.91670 0.4564
H 5.24460 -0.02140 -6.21000 0.4434
H 3.04450 -1.01480 -5.71600 0.4714
H 1.33620 -1.26860 -4.07760 0.4171
H -0.45820 -0.39940 -2.95740 1.0623
H 0.66020 2.00960 -5.39090 0.4822
H -0.04330 4.35710 -5.45330 0.4607
H -1.06620 5.41310 -3.46680 0.4462
H -1.37930 4.09790 -1.38760 0.5107
```

---

[4]
Below is C18H13N3OS2 in the gas phase in a non-equilibrium geometry, with properties calculated with wB97M-V/def2-TZVPD.

Properties
E_LUMO (eV): -1.0
F_max (eV Å⁻¹): 5.6
Structure (SMILES): O=C1/C(=C\c2cccs2)N=C(c2cccs2)N1Nc1ccccc1
Kohn-Sham gap (eV): 7.08

```
37
Properties=species:S:1:pos:R:3:mulliken_charge:R:1
O 1.63911 -1.90110 0.86879 -0.6701
N 2.11728 1.33508 -0.46983 -0.6206
S -1.17610 1.41846 -2.79753 -0.0882
S 4.79538 -0.03387 3.77838 -0.1260
C 1.64637 -0.69745 0.49250 0.9205
C 0.88544 1.07937 -0.84032 0.0444
C -1.37416 3.05728 -3.46768 -0.3802
C 5.24906 -1.67505 4.20439 -0.2842
C -0.49802 3.93110 -2.87673 -0.4073
C 5.16606 -2.57253 3.18566 -0.6284
C 0.36498 3.31018 -1.88029 -0.3888
C 4.53265 -1.92607 1.99608 -0.2748
C 0.16017 1.97890 -1.74819 0.4939
C 4.31972 -0.52008 2.14453 0.2795
C 3.79557 0.47455 1.08525 -0.5710
C 2.64572 0.26944 0.26019 -0.0041
C -3.75134 1.28840 1.95666 -0.3215
C -2.57388 2.00466 1.83501 -0.9025
C -4.02996 0.02068 1.39214 -0.6414
C -1.55369 1.43118 1.11086 0.1063
C -2.96445 -0.57621 0.71549 -0.5258
C -1.72860 0.08696 0.54423 0.3138
N 0.55662 -0.16090 -0.18099 0.1981
N -0.73220 -0.67504 -0.05269 -0.4261
H -1.98662 3.24353 -4.41160 0.3540
H 5.54346 -1.85918 5.21040 0.4297
H -0.27276 4.98797 -3.20456 0.3087
H 5.35610 -3.67128 3.31006 0.3051
H 1.27667 3.70029 -1.44814 0.4499
H 4.46964 -2.45369 1.07263 0.4373
H 4.33343 1.42440 0.96978 0.4491
H -4.54320 1.71616 2.54501 0.3400
H -2.27885 2.86308 2.43775 0.3364
H -4.97508 -0.48300 1.24123 0.3576
H -0.65418 1.99162 1.08506 0.4035
H -3.17962 -1.52017 0.34564 0.4278
H -1.00123 -1.30812 -0.82959 0.3056
```

---

Question: The highest F_max belongs to which entry?
Answer: C18H13N3OS2

---

Question: Which of these has the highest F_max?
Answer: C18H13N3OS2

---

Question: Number 1 is which compound?
Answer: C18H13ClN4O3